ORCA calculation (the ωB97M-V functional and the def2-TZVPD basis) on a molecular structure, H20KrO10 at a distorted geometry.

Last column: natural (NBO) charge in e.
Cartesian coordinates (Å):
O1 0.9998 17.8975 19.3880  -0.97
O2 -4.2187 14.7838 17.1333  -0.97
H1 1.4196 11.3727 18.6534  0.48
O3 -4.2112 11.8313 18.4938  -0.93
H2 1.2331 17.0414 19.7470  0.50
H3 -1.2710 11.9897 16.3945  0.45
O4 1.4038 13.0219 21.2177  -0.97
H4 1.1368 14.7676 17.7330  0.47
H5 -1.0198 15.7312 16.5445  0.49
O5 -1.5474 18.1069 18.7654  -0.97
H6 -3.3411 15.1527 17.0329  0.47
O6 -1.7531 15.2773 16.1292  -0.96
H7 -4.0957 13.8402 17.0288  0.48
H8 -1.7128 13.4339 16.2888  0.49
O7 1.2854 15.0412 16.8279  -0.95
H9 -4.2821 12.0315 19.4271  0.47
H10 1.0862 12.7734 20.3495  0.49
H11 2.3438 12.8438 21.1895  0.46
H12 2.1207 14.6391 16.5897  0.47
H13 1.4455 14.9907 21.2147  0.51
O8 1.6737 15.8869 20.9677  -0.98
H14 -0.7034 17.8594 19.1431  0.49
H15 -3.2899 11.6055 18.3661  0.47
O9 0.6962 11.9406 18.9188  -0.94
H16 -0.0127 11.3376 19.1425  0.49
Kr1 -1.0541 14.5898 19.3509  0.00
H17 -2.0306 15.8636 15.4252  0.49
H18 1.1887 18.5140 20.0955  0.47
O10 -2.0027 12.5388 16.1127  -0.96
H19 2.5762 15.9961 21.2676  0.47
H20 -1.4262 18.0074 17.8211  0.45

Computed properties:
- relative energy (zero: lowest compared OMol25 entry of this formula, charge and spin) (kJ/mol) = 83.6
- LUMO (eV) = -0.52



ORCA calculation (the ωB97M-V functional and the def2-TZVPD basis) on a gas-phase ion, C2H2NO3 (charge -1) at a distorted geometry.

Last column: natural (NBO) charge in e.
Cartesian coordinates (Å):
H1 0.7257 0.3725 -0.8129  0.42
O1 0.3045 1.2874 3.3636  -0.68
C1 -0.0590 0.6709 2.3653  0.70
H2 -0.6733 -0.1711 0.4185  0.46
O2 -1.0253 -0.0795 2.1103  -0.78
C2 0.6563 0.9381 0.9460  0.53
O3 1.7275 1.8575 0.5537  -0.79
N1 0.1695 0.1692 -0.0055  -0.85

Computed properties:
- relative energy (zero: lowest compared OMol25 entry of this formula, charge and spin) (kJ/mol) = 207.7
- LUMO (eV) = 4.39
- SMILES = NC(=O)C(=O)[O-]
- charge = -1



ORCA calculation (the ωB97M-V functional and the def2-TZVPD basis) on a molecular structure, C42H51AsAuN3P at a distorted geometry.

Last column: Löwdin charge in e.
Cartesian coordinates (Å):
H1 -1.4506 -0.2519 -5.0870  0.11
H2 3.1911 -4.0155 -2.1443  0.13
H3 -2.7994 2.2179 3.7814  0.09
C1 -1.1320 -1.8619 4.0314  -0.15
H4 4.2220 2.4148 3.6269  0.12
H5 -1.8317 0.0229 4.8665  0.09
H6 4.0081 0.1502 3.5291  0.09
H7 -4.2724 0.2406 3.8696  0.09
H8 2.3742 -0.3807 3.1137  0.06
H9 3.6834 -0.5679 1.9493  0.06
C2 0.8895 3.2874 -0.4979  -0.05
N1 0.1869 0.2570 -0.8844  -0.26
H10 2.2178 5.0206 0.9135  0.12
C3 -4.0936 0.3443 -1.6998  -0.32
C4 -0.6037 -0.0217 -4.4538  -0.06
H11 3.7853 5.0070 4.0840  0.09
As1 1.4661 -0.0803 0.3723  1.33
H12 3.5902 5.9767 2.6167  0.08
H13 3.9209 1.6575 -0.6173  0.07
C5 -3.0927 -5.7331 -0.6072  -0.07
C6 -4.9921 2.3748 -2.6334  -0.07
H14 -1.6677 -0.4231 -2.6419  0.07
C7 2.9092 -0.9905 -0.6316  -0.30
C8 -2.3876 2.0363 2.7859  -0.39
C9 -1.3200 -0.3475 3.9755  -0.39
H15 5.2191 -3.5389 -3.9680  0.09
C10 1.6944 0.6555 -4.2085  -0.05
H16 6.6055 -2.8098 -3.1486  0.08
C11 3.2792 0.0909 2.7233  -0.08
H17 2.4099 0.8410 -2.2086  0.09
C12 -5.0231 0.9991 -2.5160  -0.01
H18 0.7860 -2.5681 0.1559  0.01
H19 -3.0256 -6.8088 -0.5123  0.11
Au1 -1.8096 -0.0717 0.1318  0.81
C13 -4.1212 -3.7951 -1.5911  -0.01
C14 4.7186 -2.5192 -2.1533  -0.25
H20 -5.0273 0.9697 1.5242  0.07
H21 -5.7427 0.3952 -3.0544  0.12
H22 -1.2053 3.8327 2.5415  0.08
C15 1.5780 0.5687 -2.8405  -0.02
P1 -2.2886 0.2204 2.5188  0.87
H23 -5.7108 2.8790 -3.2651  0.11
H24 -4.8444 -3.3332 -2.2471  0.11
C16 -3.2332 -2.9792 -0.8814  -0.26
N2 -3.2162 -1.5836 -1.0149  -0.03
H25 -3.9561 -1.3669 3.2090  0.08
C17 -3.1175 2.4703 -1.1140  -0.11
C18 4.6710 0.8770 -0.5022  -0.04
C19 3.9635 5.0324 3.0085  -0.04
H26 2.6348 0.9669 -4.6446  0.11
H27 5.8702 -4.2909 -2.5177  0.09
H28 -4.7258 -5.8024 -1.9971  0.11
H29 -6.0227 -0.3060 2.2266  0.08
H30 -1.4857 -5.3643 0.7668  0.11
C20 -0.7354 -0.1043 -3.0863  -0.02
C21 2.9754 1.4655 2.1787  -0.32
C22 0.3496 0.2024 -2.2335  -0.37
C23 -1.0554 2.7544 2.5960  -0.15
H31 -1.6166 -2.8900 0.5112  0.07
C24 2.4428 4.0205 1.2685  -0.01
H32 -0.6213 -2.2234 3.1366  0.06
H33 -0.3474 0.1458 3.9094  0.07
H34 -4.8204 -0.7033 0.9995  0.04
H35 -0.5768 2.4317 1.6720  0.02
H36 6.0307 -0.8480 -1.9364  0.12
C25 1.2358 -2.9444 -0.7616  -0.09
N3 -4.1609 -1.0340 -1.6143  0.09
C26 5.6630 -3.3314 -2.9932  -0.04
C27 -4.0419 3.1118 -1.9364  -0.06
C28 -4.0436 -5.1665 -1.4487  -0.07
H37 1.4358 3.4165 -1.4355  0.09
C29 4.1792 -0.4781 -0.9424  -0.28
H38 1.3686 -4.0208 -0.6579  0.08
C30 -3.1479 1.1007 -0.9840  -0.20
H39 0.3886 4.2325 -0.2860  0.08
H40 -0.5290 -2.1332 4.8974  0.08
C31 0.6068 0.3617 -5.0275  -0.05
C32 -2.2851 -3.5487 -0.0334  -0.05
C33 3.3097 3.8598 2.3351  -0.25
C34 -5.0241 -0.0685 1.8604  -0.15
H41 4.9645 0.8618 0.5494  0.08
H42 -2.3867 3.0551 -0.5647  0.09
C35 3.5556 2.5660 2.7844  -0.01
H43 0.1302 2.5294 -0.6482  0.03
C36 5.0551 -1.2545 -1.6940  -0.01
H44 0.7002 0.4362 -6.1024  0.11
H45 5.0437 4.9995 2.8558  0.09
H46 -4.0177 4.1902 -2.0262  0.11
C37 -3.9951 -0.3033 2.9636  -0.39
C38 -2.2204 -4.9231 0.1062  -0.07
C39 3.4711 -3.0216 -1.8110  -0.01
H47 -3.1117 2.4017 2.0525  0.07
H48 5.5481 1.1597 -1.0824  0.09
C40 2.1306 1.6470 1.0660  -0.31
H49 0.5310 -2.7769 -1.5814  0.08
C41 1.8310 2.9429 0.6275  -0.29
C42 2.5663 -2.2880 -1.0550  -0.28
H50 -0.3662 2.5583 3.4182  0.07
H51 -2.0854 -2.3836 4.1160  0.06

Computed properties:
- 2S+1 = 3
- LUMO (alpha / beta) (eV) = -3.28 / -4.48
- charge = +1



ORCA calculation (the ωB97M-V functional and the def2-TZVPD basis) on 14 unconnected molecules or ions with the total composition C6H37O14 at a distorted geometry.

Last column: natural (NBO) charge in e.
Cartesian coordinates (Å):
H1 -1.3026 -4.2695 0.4469  0.45
H2 0.7302 -0.0074 -1.7090  0.20
H3 0.6800 2.1662 0.3259  0.19
C1 0.7303 1.1169 0.2098  -0.43
H4 0.9213 -0.3340 4.4612  0.49
H5 -2.4384 2.1075 -0.2999  0.18
H6 -0.5210 -0.5638 1.0894  0.22
O1 -4.2273 -3.5848 -0.7360  -0.93
H7 1.0755 -1.4078 1.8840  0.49
H8 1.0646 1.8603 -1.7917  0.18
O2 2.6094 0.7372 -1.2102  -0.76
O3 0.4582 -1.0763 4.0386  -0.96
H9 -0.4222 2.3716 3.1292  0.20
O4 -2.3497 3.4034 -3.0985  -0.94
H10 2.4654 1.5269 3.2305  0.48
O5 -0.4693 -2.8245 -4.1923  -0.99
O6 0.6918 -2.7421 -1.0227  -1.21
H11 3.2283 -0.9905 1.3895  0.50
H12 -1.3624 -2.2552 -0.8065  0.48
H13 -0.8554 3.5995 -0.4618  0.48
H14 -3.2774 3.0413 -2.9390  0.47
H15 0.7172 -1.8206 4.5450  0.47
H16 1.3465 4.3166 1.0897  0.48
H17 1.1311 -1.9504 0.2354  0.52
O7 1.5396 -1.7421 1.1372  -1.07
H18 1.4807 0.7153 0.8798  0.22
O8 2.0118 -1.7120 -3.0278  -1.05
C2 -2.3976 2.1462 0.7068  -0.47
O9 3.8864 -0.3297 1.1099  -1.02
C3 -1.2709 1.6626 2.8230  -0.67
C4 1.1678 0.8598 -1.3109  -0.07
H19 -2.3091 2.7885 -3.9192  0.47
H20 -3.7082 -4.3511 -0.3744  0.47
O10 -2.1189 -1.9649 -1.2524  -0.97
H21 -0.7593 3.9705 -1.9208  0.49
H22 -0.7314 -2.7233 -3.2246  0.49
H23 -1.1048 0.2436 -0.4230  0.22
H24 3.4986 0.1362 0.3480  0.48
H25 -2.4011 -2.8304 -1.5506  0.49
H26 -2.8578 3.0832 1.0903  0.18
O11 1.1643 4.3640 1.9974  -0.94
O12 -0.4364 4.2698 -1.0505  -0.97
H27 1.2253 2.3231 3.5400  0.48
H28 0.4568 -2.4507 -4.1939  0.48
H29 2.7361 -0.2103 -1.3624  0.49
H30 -2.2054 1.9112 3.2451  0.22
C5 -0.5825 0.3880 0.5926  -0.44
H31 2.4211 -2.3830 -3.4929  0.46
O13 1.9626 1.7583 3.9548  -0.96
C6 -1.5282 1.4114 1.4450  0.09
H32 1.2180 -3.4715 -0.9261  0.44
H33 1.4687 -1.9762 -2.1816  0.52
H34 1.0318 5.2306 2.2152  0.46
H35 -4.2417 -3.1518 0.2120  0.46
H36 -0.9520 0.7747 3.3484  0.23
H37 -0.5327 -3.9209 -0.6044  0.50
O14 -1.4260 -4.3823 -0.5625  -1.00

Computed properties:
- relative energy (zero: lowest compared OMol25 entry of this formula, charge and spin) (kJ/mol) = 274.6
- LUMO (eV) = 2.36
- charge = -1



What did we get for total energy? Answer: -3517.99519 -357.92003 -4507.83402 -1304.10565 hartree, in the order shown.